{
  "formula": "C27H54BO42PS9",
  "method": "ωB97M-V/def2-TZVPD",
  "elements": ["C", "C", "P", "C", "C", "C", "C", "O", "C", "O", "O", "C", "O", "C", "B", "O", "O", "H", "H", "H", "H", "H", "H", "H", "H", "H", "H", "H", "H", "H", "H", "H", "H", "H", "H", "C", "C", "O", "S", "O", "O", "O", "H", "H", "H", "H", "C", "C", "O", "S", "O", "O", "O", "H", "H", "H", "H", "C", "C", "O", "S", "O", "O", "O", "H", "H", "H", "H", "C", "C", "O", "S", "O", "O", "O", "H", "H", "H", "H", "C", "C", "O", "S", "O", "O", "O", "H", "H", "H", "H", "C", "C", "O", "S", "O", "O", "O", "H", "H", "H", "H", "C", "C", "O", "S", "O", "O", "O", "H", "H", "H", "H", "C", "C", "O", "S", "O", "O", "O", "H", "H", "H", "H", "C", "C", "O", "S", "O", "O", "O", "H", "H", "H", "H"],
  "positions_angstrom": [[4.117, -3.059, 0.214], [2.573, -2.545, 0.021], [2.336, -0.654, 0.419], [2.158, 0.172, -1.301], [0.717, -0.600, 1.432], [-0.658, -0.779, 0.510], [-1.178, -2.368, 0.517], [-2.349, -2.548, -0.372], [-2.741, -3.969, -0.233], [-3.804, -4.302, 0.515], [0.526, 0.612, 2.243], [1.764, 1.046, 2.907], [2.328, 2.201, 2.456], [2.513, 0.312, 4.166], [1.512, -0.292, 5.322], [1.679, 0.123, 6.760], [0.440, -1.286, 5.066], [4.869, -2.200, -0.049], [4.252, -4.024, -0.476], [4.229, -3.392, 1.349], [2.305, -2.702, -1.129], [1.833, -3.230, 0.618], [1.224, -0.212, -1.925], [3.108, -0.169, -1.938], [2.215, 1.362, -1.267], [0.735, -1.562, 2.138], [-0.518, -0.432, -0.598], [-1.478, -0.067, 0.986], [-1.466, -2.641, 1.621], [-0.290, -3.011, 0.093], [-2.113, -4.770, -0.834], [3.193, 1.128, 4.710], [3.219, -0.560, 3.828], [2.409, -0.453, 7.184], [0.685, -2.061, 5.686], [2.002, 5.695, 0.547], [0.625, 5.044, 0.444], [0.119, 5.440, -0.829], [1.366, 5.601, -1.868], [1.471, 4.382, -2.639], [1.292, 6.910, -2.473], [2.564, 5.607, -0.761], [1.918, 6.755, 0.811], [2.644, 5.190, 1.273], [-0.048, 5.365, 1.243], [0.704, 3.952, 0.451], [-4.229, 2.937, 3.100], [-3.063, 3.906, 3.279], [-2.077, 3.173, 4.003], [-2.177, 1.598, 3.589], [-1.178, 1.334, 2.577], [-2.301, 0.815, 4.796], [-3.633, 1.663, 2.859], [-4.827, 2.867, 4.014], [-4.875, 3.219, 2.264], [-3.351, 4.808, 3.824], [-2.632, 4.186, 2.312], [-7.674, 4.615, -1.180], [-8.581, 5.213, -0.108], [-7.739, 5.413, 1.024], [-6.231, 5.760, 0.508], [-6.067, 7.196, 0.525], [-5.308, 4.854, 1.152], [-6.424, 5.289, -1.041], [-7.507, 3.547, -1.005], [-8.075, 4.760, -2.187], [-9.417, 4.555, 0.145], [-8.968, 6.189, -0.418], [3.860, 4.551, 4.857], [4.793, 4.033, 5.948], [6.050, 3.838, 5.303], [6.214, 4.946, 4.117], [7.003, 6.043, 4.631], [6.531, 4.256, 2.888], [4.656, 5.424, 4.057], [3.506, 3.734, 4.220], [3.002, 5.089, 5.269], [4.438, 3.099, 6.390], [4.931, 4.780, 6.736], [-10.114, 8.080, -4.412], [-9.151, 8.821, -3.488], [-9.872, 9.014, -2.274], [-10.893, 7.760, -2.059], [-10.262, 6.812, -1.167], [-12.221, 8.284, -1.840], [-10.815, 7.162, -3.574], [-10.844, 8.766, -4.852], [-9.591, 7.545, -5.209], [-8.831, 9.780, -3.903], [-8.270, 8.210, -3.264], [0.446, -7.418, -2.931], [-0.461, -6.820, -1.859], [0.382, -6.620, -0.726], [1.890, -6.273, -1.243], [2.054, -4.837, -1.225], [2.813, -7.179, -0.599], [1.696, -6.744, -2.792], [0.613, -8.485, -2.756], [0.045, -7.273, -3.938], [-1.296, -7.478, -1.606], [-0.848, -5.844, -2.169], [-2.852, 8.335, 3.546], [-1.686, 9.303, 3.725], [-0.700, 8.570, 4.450], [-0.799, 6.996, 4.035], [0.200, 6.731, 3.024], [-0.924, 6.212, 5.242], [-2.256, 7.061, 3.306], [-3.449, 8.264, 4.461], [-3.498, 8.617, 2.711], [-1.973, 10.205, 4.270], [-1.255, 9.584, 2.759], [4.149, -10.013, -5.167], [4.931, -10.561, -3.977], [4.546, -9.748, -2.871], [2.999, -9.273, -3.076], [2.149, -10.162, -2.315], [2.943, -7.835, -2.953], [2.864, -9.666, -4.652], [4.615, -9.103, -5.560], [4.051, -10.747, -5.971], [6.011, -10.515, -4.132], [4.639, -11.593, -3.756], [7.901, -13.413, -7.901], [8.683, -13.962, -6.711], [8.298, -13.149, -5.605], [6.751, -12.673, -5.809], [5.902, -13.562, -5.049], [6.696, -11.235, -5.687], [6.617, -13.066, -7.386], [8.367, -12.504, -8.294], [7.803, -14.148, -8.705], [9.764, -13.916, -6.866], [8.391, -14.994, -6.489]],
  "atomic_forces_ev_per_a": [[-0.8, -0.4, 0.4], [-0.4, -0.4, -1.4], [0.9, -0.4, 0.1], [0.0, 0.0, -1.6], [-1.9, -2.3, -0.8], [-1.0, 0.2, 0.3], [1.5, 1.3, 0.5], [0.2, -3.5, 1.3], [-5.3, 0.0, 3.6], [7.1, 2.1, -5.1], [8.3, -2.0, 0.2], [2.8, 5.1, -3.1], [-3.8, -6.9, 3.1], [-0.3, 0.7, 0.2], [-1.5, -1.0, 1.5], [1.7, -2.4, -2.1], [3.6, 0.4, 1.4], [-1.4, -1.8, 0.5], [-0.1, 2.3, 1.6], [0.1, 0.8, -2.4], [0.5, 0.5, 2.6], [1.5, 1.4, -1.0], [1.8, 1.0, 1.3], [-1.9, 0.6, 1.6], [-0.4, -2.7, 0.1], [0.2, 2.0, -1.3], [-0.1, -0.7, 2.1], [1.6, -1.8, -1.1], [0.6, 0.3, -2.1], [-1.7, 1.0, 1.0], [-1.1, 1.8, 1.3], [-1.5, -1.7, -1.6], [-1.4, 1.6, 0.2], [-1.7, 1.5, -0.9], [-1.1, 1.8, -1.1], [-0.4, 0.3, 0.7], [0.4, -0.7, 0.6], [0.8, 0.7, -0.9], [0.0, -0.2, 0.1], [0.0, 1.7, 0.6], [0.0, -1.7, 0.4], [-0.8, -0.3, -1.0], [0.0, -0.1, 0.0], [0.0, 0.0, -0.3], [0.1, 0.1, -0.4], [0.1, 0.1, 0.1], [-0.5, 0.5, 0.3], [-0.4, 0.2, -0.7], [-0.2, -1.1, 0.2], [-0.4, 0.1, 0.1], [-5.5, 2.0, 2.4], [0.5, 0.9, -1.5], [1.0, 0.0, 0.3], [0.1, 0.1, 0.0], [0.4, -0.4, 0.3], [0.2, -0.3, 0.1], [-0.1, 0.0, 0.0], [-0.6, -0.7, 0.2], [0.0, 0.4, -0.7], [1.8, -0.3, 0.1], [-0.7, 0.2, -0.2], [0.3, -1.8, 0.1], [-0.9, 1.5, -0.7], [0.2, 0.7, 1.0], [0.0, 0.1, -0.1], [0.2, 0.1, 0.2], [0.3, 0.1, 0.2], [0.9, -1.0, 0.5], [-0.4, -0.8, 0.2], [-0.4, 0.5, 0.4], [0.0, 0.4, -1.0], [0.3, 0.1, -0.3], [-0.9, -1.3, -0.9], [-0.1, 1.0, 1.7], [1.2, 0.0, 0.3], [0.0, 0.0, 0.0], [0.3, 0.1, -0.2], [0.2, 0.0, -0.2], [-0.1, -0.1, 0.0], [0.1, 0.7, -0.4], [0.5, -0.5, -0.4], [-1.1, -0.7, 0.1], [-0.7, 0.7, -0.3], [-2.2, 1.6, -1.6], [1.9, -0.9, 0.1], [0.3, 0.1, 1.2], [0.1, 0.0, 0.0], [-0.2, -0.1, 0.3], [-0.2, -0.1, 0.3], [0.0, 0.1, -0.1], [-0.5, 0.2, 0.1], [-0.2, 0.1, -0.5], [0.8, -0.2, -0.1], [-0.2, 0.1, -0.2], [0.1, -2.2, -0.1], [-1.3, 1.8, -0.2], [-9.2, 8.8, 2.7], [-0.1, 0.1, 0.0], [0.2, 0.1, 0.1], [0.3, 0.1, 0.2], [0.0, -0.1, -0.1], [-0.4, 0.6, 0.4], [-0.3, 0.2, -0.7], [-0.2, -1.2, 0.1], [0.2, -0.1, 0.3], [-1.2, 0.1, 1.4], [0.5, 0.9, -1.7], [1.2, 0.0, 0.1], [0.0, 0.1, -0.1], [0.2, -0.3, 0.0], [0.2, -0.3, 0.1], [-0.1, 0.0, 0.1], [0.8, 0.1, -0.2], [0.0, -0.4, 0.2], [-0.9, 0.2, -0.2], [1.8, -0.3, 0.1], [0.5, 1.3, -0.8], [8.4, -10.2, -2.1], [-0.3, -0.1, 1.0], [0.0, -0.1, 0.0], [-0.2, 0.2, 0.2], [-0.8, 0.4, 0.7], [0.1, 0.0, -0.1], [0.8, 0.1, -0.3], [-0.1, -0.7, -0.4], [-1.0, 0.8, -0.2], [0.2, -0.7, 0.0], [0.9, 1.6, -1.0], [0.5, -2.1, -0.8], [-0.1, 0.0, 1.2], [0.0, -0.1, 0.0], [-0.2, 0.1, 0.2], [-0.2, 0.2, 0.2], [0.1, 0.1, -0.1]],
  "mulliken_charge": [-0.89, 0.00, 0.07, -0.98, -0.07, -0.32, -0.03, -0.32, 0.49, -0.51, 0.36, 0.24, -0.58, -0.26, 0.64, -0.55, -0.48, 0.33, 0.16, 0.24, 0.24, 0.13, 0.27, 0.33, 0.24, 0.28, 0.21, 0.01, 0.28, 0.00, 0.09, -0.22, 0.30, 0.30, 0.27, -0.13, 0.41, -0.27, 1.05, -0.54, -0.56, -0.34, 0.29, 0.19, -0.13, 0.05, -0.30, -0.06, -0.23, 0.89, -0.39, -0.65, -0.37, 0.35, 0.18, 0.38, 0.15, -0.38, -0.23, -0.33, 1.04, -0.60, -0.44, -0.34, 0.28, 0.32, 0.27, 0.42, 0.15, -0.39, -0.33, 1.07, -0.55, -0.53, -0.25, -0.12, 0.32, 0.32, 0.34, -0.31, -0.26, -0.30, 1.00, -0.49, -0.56, -0.31, 0.29, 0.32, 0.32, 0.23, -0.26, -0.49, -0.37, 1.00, -0.43, -0.57, -0.18, 0.26, 0.29, 0.40, 0.28, -0.32, -0.44, -0.32, 1.07, -0.45, -0.58, -0.23, 0.28, 0.36, 0.33, 0.29, -0.24, -0.33, -0.35, 1.15, -0.67, -0.42, -0.34, 0.28, 0.29, 0.36, 0.24, -0.32, -0.35, -0.33, 1.25, -0.59, -0.58, -0.33, 0.29, 0.31, 0.31, 0.30],
  "homo_lumo_gap_ev": 7.8,
  "lumo_energy_ev": 0.16,
  "largest_force_ev_per_a": 13.4,
  "total_energy_ev": -222331.649
}